Below is one molecule with the formula C16H20FNO4, with properties calculated with wB97M-V/def2-TZVPD.

Computed properties:
HOMO-LUMO gap: 9.089 eV
SMILES string: CCCCNC(=O)COC(=O)CCC(=O)c1ccc(F)cc1
energy relative to the best compared isomer or geometry (same formula, charge and spin): 0.0 kcal/mol
calculated total energy: -1077.32680 Ha
HOMO energy: -9.3 eV

Each line ends with the natural charge from an NBO analysis.
Element x y z (Å)
C -1.750 2.326 1.496  -0.598
C -0.807 1.894 0.381  -0.405
C -0.696 2.955 -0.712  -0.402
C 0.355 2.604 -1.769  -0.216
N 0.066 1.352 -2.434  -0.623
C -0.784 1.291 -3.465  0.655
O -1.271 2.258 -4.014  -0.636
C -1.120 -0.117 -3.983  -0.172
O -0.510 -1.198 -3.292  -0.501
C -1.045 -1.556 -2.124  0.813
O -1.982 -1.003 -1.608  -0.611
C -0.334 -2.757 -1.533  -0.502
C -0.215 -2.570 -0.022  -0.516
C 0.660 -1.376 0.290  0.622
O 1.140 -0.700 -0.597  -0.592
C 0.906 -1.055 1.715  -0.200
C 0.191 -1.633 2.764  -0.140
C 0.451 -1.268 4.071  -0.290
C 1.433 -0.324 4.322  0.427
F 1.686 0.028 5.594  -0.314
C 2.162 0.266 3.303  -0.287
C 1.888 -0.104 2.003  -0.124
H -2.748 2.500 1.103  0.205
H -1.399 3.245 1.961  0.198
H -1.811 1.556 2.263  0.203
H 0.184 1.702 0.800  0.187
H -1.176 0.964 -0.056  0.209
H -0.427 3.915 -0.266  0.198
H -1.661 3.071 -1.207  0.213
H 1.343 2.520 -1.311  0.193
H 0.370 3.385 -2.533  0.223
H 0.415 0.512 -1.993  0.430
H -0.788 -0.195 -5.020  0.220
H -2.211 -0.215 -3.943  0.222
H 0.645 -2.855 -2.002  0.241
H -0.927 -3.645 -1.755  0.242
H 0.196 -3.461 0.455  0.238
H -1.210 -2.380 0.387  0.254
H -0.580 -2.361 2.571  0.221
H -0.096 -1.700 4.894  0.236
H 2.920 0.997 3.536  0.237
H 2.438 0.331 1.182  0.239

=====

Below is a 14-piece molecular cluster, C5H36NO14 overall, with properties calculated with wB97M-V/def2-TZVPD.

Computed properties:
total charge: +1
HOMO-LUMO gap: 10.982 eV
energy relative to the best compared isomer or geometry (same formula, charge and spin): 49.4 kcal/mol
calculated total energy: -1320.03139 Ha
HOMO energy: -13.4 eV

Each line ends with the natural charge from an NBO analysis.
Element x y z (Å)
O 2.307 -2.061 -1.596  -0.531
C 2.624 -1.455 -2.591  0.439
C 1.806 -0.294 -3.089  -0.163
N 0.723 0.026 -2.103  -0.559
C 0.377 1.473 -2.270  -0.221
C 1.663 2.098 -2.932  -0.414
C 2.682 0.950 -3.102  -0.423
H 3.530 -1.762 -3.113  0.159
H 1.331 -0.507 -4.043  0.251
H -0.011 -0.664 -2.348  0.482
H 1.147 -0.189 -1.182  0.481
H -0.528 1.461 -2.853  0.235
H 0.324 1.899 -1.275  0.233
H 2.043 2.777 -2.173  0.229
H 1.363 2.564 -3.864  0.237
H 3.471 0.971 -2.354  0.232
H 3.160 1.057 -4.073  0.248
H -1.479 -1.617 -0.115  0.517
H -2.199 -2.859 -0.561  0.489
O -1.442 -2.319 -0.815  -1.024
H 1.321 0.869 1.174  0.497
H 1.176 -0.674 1.010  0.508
O 0.994 0.186 0.582  -1.018
H -2.412 -0.615 -2.861  0.503
H -1.632 -1.903 -2.824  0.505
O -1.634 -1.031 -3.247  -0.981
H 0.510 -4.805 0.549  0.493
H -0.179 -3.422 0.220  0.506
O 0.039 -4.050 0.887  -0.994
H -2.168 4.489 3.305  0.476
H -1.741 3.770 2.028  0.483
O -1.961 3.613 2.972  -0.990
H 2.423 -2.315 0.895  0.493
H 1.244 -2.711 1.771  0.497
O 1.887 -1.997 1.631  -0.952
H -0.575 0.034 4.055  0.511
H -0.975 1.336 3.207  0.505
O -0.412 0.561 3.264  -0.995
H -4.951 0.471 -1.405  0.478
H -4.963 0.125 -2.820  0.472
O -4.623 -0.229 -1.987  -0.946
H -1.894 -1.680 2.051  0.501
H -1.044 -0.417 1.865  0.509
O -1.774 -0.930 1.453  -1.002
H 1.465 -1.577 5.295  0.475
H 1.080 -0.200 5.190  0.466
O 0.672 -1.035 5.392  -0.935
H -0.484 -3.171 2.702  0.470
H -1.296 -4.234 3.410  0.485
O -1.297 -3.297 3.201  -0.954
H 1.537 4.812 0.227  0.488
H 1.066 4.391 1.588  0.494
O 1.248 4.029 0.709  -0.956
H -0.495 3.669 0.268  0.487
H -1.562 2.717 0.421  0.468
O -1.480 3.675 0.274  -0.946

=====

Below is C22H18AuClN8O3 as an isolated structure, with properties calculated with wB97M-V/def2-TZVPD.

Computed properties:
HOMO-LUMO gap: 8.337 eV
calculated total energy: -2108.74689 Ha
HOMO energy: -8.8 eV

Each line ends with the natural charge from an NBO analysis.
Element x y z (Å)
Au -1.728 1.777 3.221  0.606
C 3.914 0.376 1.053  -0.237
N 3.669 1.403 0.031  -0.197
C 2.938 2.549 0.110  0.174
N 2.926 3.133 -1.076  -0.505
C 3.774 2.372 -1.818  0.137
N 4.249 1.341 -1.199  -0.300
C 3.611 -0.987 0.395  -0.001
C 4.539 -2.064 0.687  -0.176
C 4.551 -3.196 -0.102  -0.219
C 3.566 -3.393 -1.105  -0.148
C 2.523 -2.479 -1.180  -0.133
C 2.583 -1.255 -0.456  -0.180
C 1.270 -2.815 -1.806  0.487
N 0.831 -3.865 -2.417  -0.275
N -0.474 -3.607 -2.767  -0.290
C -0.878 -2.449 -2.294  0.449
O 0.232 -1.833 -1.727  -0.447
C -2.289 -2.109 -2.367  -0.095
C -3.247 -3.136 -2.513  -0.149
C -4.570 -2.791 -2.335  -0.198
C -4.939 -1.488 -2.159  -0.197
C -4.013 -0.505 -1.916  -0.029
C -4.440 0.925 -1.445  -0.234
N -4.084 1.242 -0.048  -0.157
C -3.167 0.750 0.740  0.236
N -3.133 1.429 1.912  -0.571
C -4.177 2.310 1.804  0.177
N -4.691 2.293 0.609  -0.269
C -2.641 -0.794 -2.134  -0.202
H 3.221 0.694 1.853  0.256
H 4.980 0.299 1.351  0.218
H 2.410 2.782 1.062  0.250
H 3.960 2.638 -2.887  0.201
H 5.162 -1.943 1.580  0.214
H 5.245 -3.980 0.128  0.221
H 3.800 -4.150 -1.866  0.236
H 1.758 -0.529 -0.592  0.240
H -2.903 -4.163 -2.479  0.255
H -5.389 -3.586 -2.429  0.231
H -5.981 -1.197 -2.101  0.218
H -5.539 1.076 -1.532  0.241
H -4.010 1.730 -2.062  0.232
H -2.501 -0.034 0.545  0.237
H -4.528 2.997 2.570  0.236
H -1.982 0.055 -2.056  0.230
Cl -0.369 5.098 4.671  -0.065
C 1.006 3.950 4.774  -0.467
C 0.760 2.663 4.012  0.764
O 1.462 2.279 3.053  -0.662
O -0.201 1.867 4.481  -0.815
H 1.111 3.745 5.822  0.237
H 1.825 4.574 4.404  0.236

=====

Below is C8H5CuN2O5S2 as an isolated structure, with properties calculated with wB97M-V/def2-TZVPD.

Computed properties:
total charge: -2
HOMO-LUMO gap: 6.266 eV
energy relative to the best compared isomer or geometry (same formula, charge and spin): 0.0 kcal/mol
calculated total energy: -3230.51542 Ha
HOMO energy: -1.2 eV

Each line ends with the natural charge from an NBO analysis.
Element x y z (Å)
Cu -0.074 -0.060 0.265  0.946
O 2.161 -1.622 -0.495  -0.703
C 1.892 -0.456 0.174  0.594
O 1.545 -0.471 1.371  -0.654
C 2.638 0.724 -0.433  -0.143
O 1.909 1.920 -0.341  -0.536
C 1.273 2.314 -1.557  -0.186
C 0.596 1.213 -2.393  0.739
O 0.636 1.396 -3.618  -0.734
O 0.063 0.243 -1.784  -0.792
H 1.541 -2.277 -0.139  0.498
H 3.546 0.842 0.167  0.183
H 2.917 0.481 -1.461  0.194
H 0.503 3.028 -1.263  0.203
H 2.000 2.817 -2.203  0.165
S -1.834 -1.962 0.461  -0.422
C -2.836 -0.594 0.764  -0.178
S -2.094 0.970 0.869  -0.410
C -4.217 -0.736 0.982  -0.544
C -5.061 0.370 1.284  0.352
N -5.791 1.230 1.539  -0.463
C -4.861 -2.005 0.950  0.355
N -5.440 -3.007 0.943  -0.465

=====

> The highest calculated total energy belongs to which entry?

C16H20FNO4

=====

> Which of these has the lowest calculated total energy?

C8H5CuN2O5S2

=====

Please write out number 1 again, unchanged.
Below is one molecule with the formula C16H20FNO4, with properties calculated with wB97M-V/def2-TZVPD.

Computed properties:
HOMO-LUMO gap: 9.089 eV
SMILES string: CCCCNC(=O)COC(=O)CCC(=O)c1ccc(F)cc1
energy relative to the best compared isomer or geometry (same formula, charge and spin): 0.0 kcal/mol
calculated total energy: -1077.32680 Ha
HOMO energy: -9.3 eV

Each line ends with the natural charge from an NBO analysis.
Element x y z (Å)
C -1.750 2.326 1.496  -0.598
C -0.807 1.894 0.381  -0.405
C -0.696 2.955 -0.712  -0.402
C 0.355 2.604 -1.769  -0.216
N 0.066 1.352 -2.434  -0.623
C -0.784 1.291 -3.465  0.655
O -1.271 2.258 -4.014  -0.636
C -1.120 -0.117 -3.983  -0.172
O -0.510 -1.198 -3.292  -0.501
C -1.045 -1.556 -2.124  0.813
O -1.982 -1.003 -1.608  -0.611
C -0.334 -2.757 -1.533  -0.502
C -0.215 -2.570 -0.022  -0.516
C 0.660 -1.376 0.290  0.622
O 1.140 -0.700 -0.597  -0.592
C 0.906 -1.055 1.715  -0.200
C 0.191 -1.633 2.764  -0.140
C 0.451 -1.268 4.071  -0.290
C 1.433 -0.324 4.322  0.427
F 1.686 0.028 5.594  -0.314
C 2.162 0.266 3.303  -0.287
C 1.888 -0.104 2.003  -0.124
H -2.748 2.500 1.103  0.205
H -1.399 3.245 1.961  0.198
H -1.811 1.556 2.263  0.203
H 0.184 1.702 0.800  0.187
H -1.176 0.964 -0.056  0.209
H -0.427 3.915 -0.266  0.198
H -1.661 3.071 -1.207  0.213
H 1.343 2.520 -1.311  0.193
H 0.370 3.385 -2.533  0.223
H 0.415 0.512 -1.993  0.430
H -0.788 -0.195 -5.020  0.220
H -2.211 -0.215 -3.943  0.222
H 0.645 -2.855 -2.002  0.241
H -0.927 -3.645 -1.755  0.242
H 0.196 -3.461 0.455  0.238
H -1.210 -2.380 0.387  0.254
H -0.580 -2.361 2.571  0.221
H -0.096 -1.700 4.894  0.236
H 2.920 0.997 3.536  0.237
H 2.438 0.331 1.182  0.239

=====

> The lowest HOMO-LUMO gap belongs to which entry?

C8H5CuN2O5S2